Record 1
DFT (ωB97M-V/def2-TZVPD) results for a molecular structure, C46H45BrN7O7SW at a distorted geometry.

The calculation puts the total energy at -155875.855 eV. Its total charge is +3.

Structure (XYZ):
```
108
C46H45BrN7O7SW ωB97M-V/def2-TZVPD
W 18.855 -4.712 13.925
O 17.459 -5.762 14.333
C 17.121 -6.945 15.040
C 15.802 -7.069 15.403
C 15.476 -8.202 16.167
C 16.404 -9.132 16.508
C 17.757 -8.957 16.208
C 18.120 -7.820 15.465
C 19.514 -7.512 15.265
N 19.944 -6.416 14.834
N 21.336 -6.359 14.755
C 21.682 -5.247 14.289
O 20.681 -4.356 13.947
C 23.051 -4.818 14.049
C 24.063 -5.791 14.247
C 25.336 -5.384 13.823
C 25.547 -4.092 13.229
C 24.540 -3.182 13.161
C 23.253 -3.538 13.604
H 15.064 -6.245 15.206
H 14.429 -8.348 16.388
H 16.113 -10.053 16.957
H 18.470 -9.658 16.485
H 20.315 -8.245 15.473
H 23.921 -6.735 14.758
H 26.136 -6.106 13.732
H 26.556 -3.833 12.900
H 24.673 -2.151 12.789
H 22.585 -2.727 13.663
C 13.797 -2.200 14.755
O 14.484 -3.149 14.008
C 13.930 -4.347 14.024
C 13.033 -4.846 14.996
C 12.560 -6.152 14.912
Br 11.662 -6.993 16.328
C 12.807 -6.909 13.796
C 13.732 -6.438 12.852
C 14.325 -5.192 12.960
O 15.345 -4.799 12.135
C 14.014 -7.347 11.771
N 15.175 -7.983 11.720
C 14.933 -8.983 10.719
C 15.751 -10.019 10.271
C 15.237 -10.793 9.234
C 14.009 -10.581 8.630
C 13.147 -9.642 9.149
C 13.688 -8.854 10.165
N 13.121 -7.751 10.867
H 14.135 -2.258 15.837
H 12.729 -2.325 14.735
H 14.102 -1.303 14.272
H 12.833 -4.234 15.850
H 12.380 -7.883 13.785
H 15.409 -5.445 11.434
H 16.759 -10.222 10.633
H 15.761 -11.651 8.850
H 13.689 -11.196 7.795
H 12.150 -9.541 8.734
H 12.163 -7.394 10.691
N 21.465 -2.374 18.049
C 20.454 -3.216 17.805
C 20.170 -3.521 16.479
N 19.103 -4.240 16.141
C 18.304 -4.674 17.121
C 18.547 -4.363 18.423
N 19.644 -3.708 18.807
H 21.969 -1.837 17.377
H 21.691 -2.224 19.022
H 20.850 -3.161 15.637
H 17.435 -5.240 16.894
H 17.954 -4.759 19.263
C 14.678 1.564 10.800
C 15.571 0.478 11.377
C 16.000 -0.545 10.518
C 16.759 -1.619 10.949
C 17.178 -2.627 9.946
C 16.970 -1.770 12.369
C 16.470 -0.775 13.235
C 16.608 -0.868 14.734
C 15.851 0.329 12.740
C 17.746 -2.784 12.904
O 18.144 -2.882 14.140
O 18.239 -3.799 12.225
H 14.033 2.069 11.507
H 14.143 1.220 9.920
H 15.422 2.300 10.378
H 15.790 -0.499 9.444
H 16.770 -2.391 8.943
H 16.949 -3.657 10.161
H 18.265 -2.674 9.828
H 17.691 -0.675 15.039
H 16.256 -1.797 15.176
H 16.071 -0.006 15.168
H 15.392 1.100 13.415
O 19.266 -5.949 12.448
S 18.401 -6.459 11.215
C 18.335 -8.239 11.257
C 19.407 -8.797 10.263
C 19.592 -7.773 9.165
C 19.464 -6.382 9.802
H 17.321 -8.458 10.910
H 18.362 -8.568 12.301
H 18.995 -9.678 9.743
H 20.324 -8.987 10.790
H 18.804 -7.916 8.427
H 20.573 -7.799 8.640
H 19.047 -5.619 9.124
H 20.461 -6.077 10.214
```

=====

Record 2
DFT (ωB97M-V/def2-TZVPD) results for 2 unconnected molecules or ions with the total composition C2H10NOS2 at a distorted geometry.

The calculation puts the total energy at -27437.831 eV. Its total charge is +1.

Structure (XYZ):
```
16
C2H10NOS2 ωB97M-V/def2-TZVPD
N 1.053 0.883 -0.005
C 0.104 0.892 1.158
C -1.354 0.829 0.789
S -2.094 -0.832 0.658
S -1.827 -1.128 -1.407
H 1.222 -0.052 -0.460
H 1.986 1.283 0.150
H 0.582 1.390 -0.749
H 0.366 1.755 1.787
H 0.367 0.086 1.826
H -1.945 1.268 1.587
H -1.636 1.416 -0.096
H -2.312 -2.367 -1.391
H 2.628 -1.935 -1.313
H 1.060 -2.059 -1.329
O 1.801 -1.427 -1.206
```

=====

Record 3
DFT (ωB97M-V/def2-TZVPD) results for a molecular structure, C26H32NO5STc at a distorted geometry.

As for the spin multiplicity: 4. The calculation puts the total energy at -52231.417 eV. Its total charge is +1.

Structure (XYZ):
```
66
C26H32NO5STc ωB97M-V/def2-TZVPD
O 0.400 2.082 -3.787
C 1.347 3.044 -4.374
C 0.519 4.266 -3.964
H 1.415 2.864 -5.456
H 2.326 2.999 -3.881
C -0.456 3.193 -3.396
H 0.081 4.833 -4.802
H 0.975 4.909 -3.213
C -1.759 3.276 -4.166
H -1.566 3.191 -5.238
H -2.177 4.280 -3.993
H -2.479 2.529 -3.831
C -0.662 3.198 -1.907
H 0.306 3.223 -1.400
H -1.212 2.290 -1.617
H -1.259 4.063 -1.598
Tc -0.836 -0.386 0.722
C 0.205 1.250 2.083
C 1.522 0.754 2.308
C 2.159 0.567 1.056
H 1.972 0.622 3.285
C 1.300 0.997 0.020
C 0.063 1.486 0.646
H -0.596 2.244 0.230
H -0.392 1.716 2.871
H 3.167 0.209 0.909
H 1.578 1.137 -1.021
C -2.312 -0.422 2.279
C -2.439 0.782 1.518
C -2.712 0.438 0.154
H -2.390 1.796 1.909
C -2.820 -1.001 0.092
C -2.597 -1.529 1.407
H -2.664 -2.569 1.688
H -2.120 -0.499 3.345
H -2.870 1.129 -0.665
H -3.085 -1.594 -0.783
O -0.307 -1.021 -1.152
C -1.112 -0.633 -2.409
C -0.312 -1.140 -3.594
H -1.223 0.462 -2.412
H -2.087 -1.138 -2.341
C 0.760 -2.087 -3.061
H 0.071 -0.251 -4.099
H -0.991 -1.685 -4.258
C 0.577 -2.206 -1.564
H 1.769 -1.748 -3.303
H 0.613 -3.083 -3.489
H 1.497 -2.130 -0.979
H -0.006 -3.098 -1.309
O 3.873 -0.907 3.598
S 3.367 -2.191 3.168
O 4.272 -3.302 3.050
N 2.402 -2.033 1.818
C 1.122 -2.252 2.046
O 0.187 -2.138 1.139
C 0.819 -2.617 3.445
C -0.426 -2.770 4.076
C -0.442 -3.002 5.454
C 0.751 -3.051 6.190
C 1.987 -2.827 5.562
C 1.988 -2.616 4.185
H -1.335 -2.713 3.479
H -1.395 -3.133 5.964
H 0.721 -3.246 7.265
H 2.930 -2.813 6.103
```

=====

Record 4
DFT (ωB97M-V/def2-TZVPD) results for 2 unconnected molecules or ions with the total composition C29H44F5NO10PS.

The calculation puts the total energy at -86464.437 eV. Its total charge is -1.

Structure (XYZ):
```
91
C29H44F5NO10PS ωB97M-V/def2-TZVPD
C -2.357 5.629 5.075
O -1.146 5.560 4.358
C -0.847 4.280 3.844
C 0.461 4.378 3.075
C 1.171 3.025 2.942
C 1.741 2.510 4.265
C 2.886 1.516 4.096
C 2.454 0.207 3.419
C 3.287 -1.019 3.852
C 3.786 -1.928 2.715
C 2.997 -3.236 2.597
C 1.605 -3.020 1.990
C 1.659 -3.015 0.443
C 0.736 -1.978 -0.215
C 0.671 -1.868 -1.792
C 0.288 -3.279 -2.338
C -0.810 -3.422 -3.397
C -0.355 -3.457 -4.858
C -1.501 -3.809 -5.797
O -2.072 -2.611 -6.348
C -3.417 -2.498 -6.315
O -4.041 -1.799 -7.063
C 2.008 -1.416 -2.483
F 1.927 -1.784 -3.794
F 2.130 -0.063 -2.454
C 3.424 -1.900 -2.072
F 4.283 -1.535 -3.018
F 3.488 -3.234 -1.956
F 3.815 -1.325 -0.928
C -0.343 -0.683 -2.089
P -0.648 -0.030 -3.795
O -0.869 1.435 -3.744
C -1.674 -0.771 -1.286
C -2.941 -0.351 -1.981
C -3.786 -1.262 -2.597
C -4.927 -0.795 -3.210
C -5.190 0.567 -3.173
N -4.411 1.445 -2.559
C -3.314 0.989 -1.979
O -1.875 -2.107 -0.779
S -0.911 -2.438 0.432
O -1.211 -1.567 1.523
O -0.997 -3.858 0.582
H -2.196 6.208 5.985
H -3.124 6.133 4.480
H -2.721 4.635 5.356
H -0.785 3.565 4.676
H -1.654 3.954 3.173
H 0.238 4.759 2.077
H 1.109 5.115 3.552
H 0.456 2.310 2.518
H 1.971 3.135 2.203
H 0.946 2.054 4.861
H 2.104 3.375 4.828
H 3.301 1.274 5.078
H 3.666 1.988 3.492
H 2.527 0.312 2.332
H 1.395 0.024 3.627
H 4.141 -0.677 4.439
H 2.686 -1.631 4.533
H 3.686 -1.396 1.762
H 4.848 -2.156 2.821
H 3.555 -3.928 1.957
H 2.898 -3.699 3.581
H 1.227 -2.054 2.338
H 0.906 -3.778 2.336
H 1.416 -4.018 0.092
H 2.688 -2.830 0.188
H 0.977 -0.996 0.202
H 1.181 -3.762 -2.740
H 0.003 -3.906 -1.497
H -1.588 -2.666 -3.283
H -1.306 -4.378 -3.205
H 0.453 -4.181 -4.974
H 0.035 -2.494 -5.187
H -1.145 -4.400 -6.641
H -2.280 -4.378 -5.281
H -3.878 -3.105 -5.515
H 0.138 0.203 -1.671
H -1.724 -0.761 -4.314
H 0.425 -0.399 -4.609
H -1.580 -0.115 -0.417
H -3.565 -2.322 -2.577
H -5.613 -1.466 -3.711
H -6.079 0.959 -3.652
H -2.681 1.722 -1.491
C -0.476 9.230 2.771
O -1.028 8.529 1.892
O -0.108 8.488 3.941
O -0.201 10.431 2.802
H -0.420 7.610 3.686
```

=====

Question: Among the records above, which one has the lowest total energy?
Answer: C46H45BrN7O7SW